(1)
ORCA calculation (ωB97M-V/def2-TZVPD) on a structure of composition AgFNO2S2.

For the HOMO energy (spin up / spin down), the calculation gives -9.58 / -9.42 eV. As for the HOMO-LUMO gap (spin up / spin down): 8.46 / 6.17 eV. Its spin multiplicity is 2. The total energy is -33967.9830 eV. Its molar mass is 237.0 g mol⁻¹.

Positions of all 7 atoms, in Å:
S: -0.05 0.85 -1.74
N: 0.11 0.49 -0.19
S: 0.29 -1.19 0.30
O: -0.02 -0.85 1.81
O: 1.75 -1.48 0.15
Ag: -0.34 1.08 1.73
F: -1.74 1.10 -2.06

***

(2)
ORCA calculation (ωB97M-V/def2-TZVPD) on a structure of composition AgH12O6.

For the HOMO energy, the calculation gives -12.70 eV. As for the HOMO-LUMO gap: 9.42 eV. As for the total charge: +1. Its spin multiplicity is 1. The total energy is -16472.8319 eV. For the energy relative to the best compared isomer or geometry (same formula, charge and spin), the calculation gives 33.47 kJ/mol. Its molar mass is 216.0 g mol⁻¹.

Positions of all 19 atoms, in Å:
H: 0.48 -2.57 1.49
H: -1.76 -1.12 2.16
O: 0.76 -1.67 1.31
H: -2.64 0.10 1.72
H: -0.73 2.81 -0.10
Ag: -0.20 -0.05 -0.13
H: 1.97 -0.34 -2.37
H: 0.61 2.22 -0.44
O: 1.34 -0.87 -1.81
O: -1.88 -0.49 -1.74
H: 2.59 1.56 0.37
O: -0.34 2.17 -0.66
H: 1.59 -1.75 -1.89
H: -2.02 0.22 -2.39
O: 1.78 1.06 0.62
H: -2.78 -0.61 -1.55
O: -1.73 -0.28 1.68
H: 0.95 -1.29 2.20
H: 2.00 0.91 1.52

***

(3)
ORCA calculation (ωB97M-V/def2-TZVPD) on a structure of composition AgH12O6.

For the HOMO energy (spin up / spin down), the calculation gives -17.67 / -17.28 eV. As for the HOMO-LUMO gap (spin up / spin down): 10.18 / 7.94 eV. As for the total charge: +2. Its spin multiplicity is 2. The total energy is -16455.7331 eV. For the energy relative to the best compared isomer or geometry (same formula, charge and spin), the calculation gives 119.02 kJ/mol. Its molar mass is 216.0 g mol⁻¹.

Positions of all 19 atoms, in Å:
H: -0.93 -2.43 0.06
O: 0.21 2.08 -0.26
O: -1.67 -0.02 -0.98
H: 1.65 -0.86 1.98
H: 0.72 2.33 -1.03
O: -0.19 -1.84 0.29
H: 0.52 -2.41 -0.02
H: 2.43 -0.09 1.08
O: 1.08 -0.22 -1.59
H: -2.56 -0.03 -0.66
H: -2.01 0.46 1.49
H: 1.10 -1.04 -2.12
O: -1.03 0.64 1.61
H: -1.60 -0.51 -1.81
H: -0.95 1.25 2.31
Ag: -0.12 -0.02 0.24
O: 1.54 -0.17 1.31
H: 1.14 0.43 -2.35
H: 0.67 2.42 0.45

***

(4)
ORCA calculation (ωB97M-V/def2-TZVPD) on a structure of composition Al2Cl2I3N3O9.

For the HOMO energy, the calculation gives -1.52 eV. As for the HOMO-LUMO gap: 1.34 eV. As for the total charge: -2. Its spin multiplicity is 1. The total energy is -85418.2283 eV. Its molar mass is 691.6 g mol⁻¹.

Positions of all 19 atoms, in Å:
I: -12.10 11.89 3.29
O: -7.72 2.97 3.15
Al: -9.57 2.33 11.41
O: -12.04 1.71 11.15
O: -14.78 8.78 3.49
O: -15.34 8.46 5.66
N: -12.56 -1.92 5.13
N: -15.06 8.74 4.62
O: -12.86 -0.67 4.92
O: -11.26 3.61 11.55
Al: -9.44 8.07 11.56
O: -8.46 3.67 11.57
Cl: -7.43 1.38 4.00
O: -12.27 -2.86 4.58
Cl: -13.78 4.98 8.49
N: -12.13 2.84 11.93
I: -13.22 6.38 6.95
O: -9.18 6.45 10.87
I: -12.94 11.41 5.79

***

(5)
ORCA calculation (ωB97M-V/def2-TZVPD) on a structure of composition Al2F.

For the HOMO energy, the calculation gives -32.82 eV. As for the HOMO-LUMO gap: 2.51 eV. As for the total charge: +5. Its spin multiplicity is 1. The total energy is -15813.4088 eV. For the energy relative to the best compared isomer or geometry (same formula, charge and spin), the calculation gives 0.00 kJ/mol. Its molar mass is 73.0 g mol⁻¹.

Positions of all 3 atoms, in Å:
Al: 19.03 12.02 -16.02
F: 15.31 13.62 -16.80
Al: 12.14 16.11 -15.47

***

(6)
ORCA calculation (ωB97M-V/def2-TZVPD) on a structure of composition AlBH10O3.

For the HOMO energy, the calculation gives -19.97 eV. As for the HOMO-LUMO gap: 4.74 eV. As for the total charge: +2. Its spin multiplicity is 1. The total energy is -13551.6037 eV. For the energy relative to the best compared isomer or geometry (same formula, charge and spin), the calculation gives 501.59 kJ/mol. Its molar mass is 95.9 g mol⁻¹.

Positions of all 15 atoms, in Å:
H: 3.69 -1.58 1.55
O: 0.33 1.76 -1.98
O: 0.03 -1.56 -0.20
O: 2.79 -1.26 1.37
H: -3.11 0.48 0.29
H: -2.00 1.74 1.15
H: 0.90 2.00 -2.73
H: 2.22 -2.02 1.48
H: -1.52 -0.14 1.02
B: -2.00 0.79 0.48
H: -0.56 1.98 -2.27
H: -1.37 0.94 -0.47
H: 0.21 -2.34 0.33
H: -0.72 -1.81 -0.76
Al: 1.10 1.02 0.73

***

(7)
ORCA calculation (ωB97M-V/def2-TZVPD) on a structure of composition AlBH24O10.

For the HOMO energy (spin up / spin down), the calculation gives -20.86 / -20.58 eV. As for the HOMO-LUMO gap (spin up / spin down): 4.64 / 4.35 eV. As for the total charge: +3. Its spin multiplicity is 2. The total energy is -28095.2271 eV. For the energy relative to the best compared isomer or geometry (same formula, charge and spin), the calculation gives 0.00 kJ/mol. Its molar mass is 222.0 g mol⁻¹.

Positions of all 36 atoms, in Å:
H: 24.14 15.23 -17.20
O: 21.37 15.51 -16.50
B: 19.94 15.63 -18.93
H: 20.88 16.14 -22.63
O: 18.26 18.55 -17.31
H: 19.73 15.58 -19.99
H: 23.57 17.20 -19.22
H: 21.46 14.64 -16.10
H: 22.31 15.66 -22.46
H: 20.86 13.86 -21.32
H: 21.74 17.69 -20.80
H: 17.90 19.44 -17.43
H: 17.73 13.20 -20.94
H: 21.01 15.77 -18.91
O: 21.45 15.38 -22.77
H: 19.54 14.79 -18.38
H: 19.47 16.51 -18.54
O: 20.58 13.15 -20.74
O: 17.90 12.82 -17.30
O: 20.89 17.99 -20.51
H: 19.81 15.84 -15.89
H: 20.84 15.36 -17.28
H: 18.42 12.30 -16.68
O: 23.87 18.08 -19.48
O: 18.92 15.98 -15.56
H: 17.37 14.63 -21.28
O: 23.82 15.93 -17.77
H: 19.04 16.46 -14.74
O: 17.60 14.07 -20.54
H: 20.58 17.32 -19.90
H: 23.81 18.59 -18.67
H: 19.20 18.65 -17.47
H: 17.96 12.34 -18.12
H: 23.01 16.22 -17.36
H: 20.13 13.59 -20.02
Al: 16.85 15.83 -18.03

***

(8)
ORCA calculation (ωB97M-V/def2-TZVPD) on a structure of composition AlBH6O.

For the HOMO energy, the calculation gives -20.58 eV. As for the HOMO-LUMO gap: 3.96 eV. As for the total charge: +2. Its spin multiplicity is 1. The total energy is -9389.5146 eV. For the energy relative to the best compared isomer or geometry (same formula, charge and spin), the calculation gives 263.35 kJ/mol. Its molar mass is 59.8 g mol⁻¹.

Positions of all 9 atoms, in Å:
H: 1.46 0.52 2.29
O: -0.33 -0.31 -3.05
B: 0.34 0.24 2.08
H: 0.01 1.05 1.33
H: -0.31 -1.15 -3.53
Al: -1.66 -0.15 -0.46
H: 0.37 0.22 -3.46
H: 0.26 -0.82 1.69
H: -0.14 0.40 3.12

***

(9)
ORCA calculation (ωB97M-V/def2-TZVPD) on a structure of composition AlBH8O2.

For the HOMO energy, the calculation gives -20.32 eV. As for the HOMO-LUMO gap: 4.05 eV. As for the total charge: +2. Its spin multiplicity is 1. The total energy is -11469.1412 eV. For the energy relative to the best compared isomer or geometry (same formula, charge and spin), the calculation gives 456.25 kJ/mol. Its molar mass is 77.9 g mol⁻¹.

Positions of all 12 atoms, in Å:
H: -14.31 10.86 -35.40
H: -11.03 10.98 -37.84
O: -9.27 9.06 -33.11
H: -8.53 8.47 -33.24
H: -8.93 9.75 -32.54
H: -10.64 9.44 -38.64
H: -11.90 9.49 -37.45
Al: -11.54 8.62 -34.95
H: -13.20 11.55 -36.16
O: -13.40 10.75 -35.67
H: -10.21 9.86 -36.92
B: -10.94 9.91 -37.71

***

(10)
ORCA calculation (ωB97M-V/def2-TZVPD) on a structure of composition AlH2O.

For the HOMO energy, the calculation gives -30.66 eV. As for the HOMO-LUMO gap: 5.11 eV. As for the total charge: +3. Its spin multiplicity is 1. The total energy is -8627.5076 eV. For the energy relative to the best compared isomer or geometry (same formula, charge and spin), the calculation gives 156.52 kJ/mol. Its molar mass is 45.0 g mol⁻¹.

Positions of all 4 atoms, in Å:
H: 0.40 -0.61 -0.96
H: -1.07 -0.49 -0.61
Al: 0.87 1.27 1.92
O: -0.20 -0.17 -0.36

***

(11)
ORCA calculation (ωB97M-V/def2-TZVPD) on a structure of composition ArH22O11.

For the HOMO energy, the calculation gives -10.60 eV. As for the HOMO-LUMO gap: 10.84 eV. Its spin multiplicity is 1. The total energy is -37235.3250 eV. For the energy relative to the best compared isomer or geometry (same formula, charge and spin), the calculation gives 0.00 kJ/mol. Its molar mass is 238.1 g mol⁻¹.

Positions of all 34 atoms, in Å:
H: 2.60 0.46 -3.75
O: -0.02 -2.77 0.16
O: 2.17 1.28 -3.52
H: -3.19 -1.96 0.41
H: 0.64 -0.73 2.98
H: -3.81 1.28 -2.85
H: -0.37 -3.46 -1.48
H: -3.49 1.51 1.15
O: -0.51 2.08 2.35
H: -0.18 -3.36 0.89
O: 2.86 1.24 -0.82
H: 1.85 2.53 0.35
H: 1.50 -1.70 0.13
H: -2.78 -0.59 0.92
H: -2.19 1.47 1.92
O: 1.33 -0.12 2.75
O: -3.04 1.04 1.85
O: 2.24 -1.20 0.47
Ar: -0.50 0.18 -0.96
H: 2.38 3.41 1.45
H: -3.16 0.00 -3.32
H: 3.76 1.06 -1.09
H: 0.02 -4.66 -2.31
O: -3.23 0.58 -2.56
H: -0.81 -2.23 0.11
H: 2.25 1.34 -2.57
H: -0.53 2.50 3.20
O: -0.45 -3.83 -2.36
O: -2.42 -1.44 0.66
O: 1.66 3.33 0.83
H: 1.98 -0.95 1.36
H: -0.02 2.68 1.79
H: 2.57 0.43 -0.39
H: 0.89 0.59 2.28

***

(12)
ORCA calculation (ωB97M-V/def2-TZVPD) on a structure of composition ArH26O13.

For the HOMO energy, the calculation gives -10.43 eV. As for the HOMO-LUMO gap: 10.51 eV. Its spin multiplicity is 1. The total energy is -41395.3430 eV. For the energy relative to the best compared isomer or geometry (same formula, charge and spin), the calculation gives 17.25 kJ/mol. Its molar mass is 274.1 g mol⁻¹.

Positions of all 40 atoms, in Å:
H: -16.47 -16.99 20.45
H: -16.15 -21.53 14.92
H: -15.68 -22.82 17.15
O: -15.21 -22.60 16.35
O: -14.51 -15.11 16.80
H: -12.88 -19.12 15.00
O: -15.00 -16.06 19.39
O: -10.98 -18.18 17.36
H: -16.24 -22.03 19.33
H: -14.34 -16.69 19.66
O: -17.00 -17.73 20.76
H: -12.89 -18.75 20.36
H: -17.83 -17.64 20.30
O: -18.79 -18.50 17.13
O: -12.87 -17.81 20.18
H: -16.32 -19.37 20.57
H: -17.34 -15.54 15.49
H: -12.38 -21.33 14.96
H: -17.55 -15.67 16.98
H: -17.43 -22.74 18.72
H: -15.41 -15.38 16.61
H: -12.18 -17.47 20.76
O: -16.49 -22.82 18.86
Ar: -14.87 -18.79 17.46
H: -18.63 -19.39 17.45
O: -17.06 -16.05 16.25
H: -13.74 -21.46 15.60
H: -16.84 -20.75 20.93
H: -11.58 -18.20 16.61
H: -14.73 -15.81 18.50
H: -11.53 -17.91 18.09
H: -11.70 -18.73 14.13
H: -15.04 -23.45 15.93
O: -16.71 -21.35 14.17
H: -16.44 -21.97 13.50
O: -13.28 -21.01 14.89
H: -14.04 -15.26 15.97
H: -18.14 -18.38 16.44
O: -16.06 -20.29 20.61
O: -12.23 -18.44 14.87

***

- Which formula does entry 6 have?
  AlBH10O3

***

Please write out number 10 again, unchanged.
ORCA calculation (ωB97M-V/def2-TZVPD) on a structure of composition AlH2O.

For the HOMO energy, the calculation gives -30.66 eV. As for the HOMO-LUMO gap: 5.11 eV. As for the total charge: +3. Its spin multiplicity is 1. The total energy is -8627.5076 eV. For the energy relative to the best compared isomer or geometry (same formula, charge and spin), the calculation gives 156.52 kJ/mol. Its molar mass is 45.0 g mol⁻¹.

Positions of all 4 atoms, in Å:
H: 0.40 -0.61 -0.96
H: -1.07 -0.49 -0.61
Al: 0.87 1.27 1.92
O: -0.20 -0.17 -0.36

***

- What is the molar mass in the eighth record?
  59.8 g mol⁻¹